Model a:
2 unconnected molecules or ions with the total composition C3H8OS2. Source: OMol25; level of theory: ωB97M-V/def2-TZVPD.

Last column: Löwdin charge in e.
Geometry (Å):
1 C 1.141 -1.502 -1.158  -0.47
2 S 0.362 -0.463 -2.417  0.33
3 S 1.126 1.372 -2.093  0.30
4 H 0.947 -2.545 -1.415  0.03
5 H 0.673 -1.263 -0.203  0.00
6 H 2.202 -1.352 -1.101  0.02
7 H 0.312 1.829 -1.124  -0.22
8 C -1.616 0.350 0.626  -0.01
9 C -0.795 0.322 1.639  -0.28
10 O 0.033 1.422 1.868  -0.05
11 H -2.254 -0.453 0.279  0.07
12 H -1.723 1.257 0.041  0.06
13 H -0.521 -0.541 2.229  0.11
14 H 0.115 1.566 2.829  0.10

The LUMO energy comes out at 0.027 Ha. The spin multiplicity is 1. As for the gap between HOMO and LUMO: 9.64 eV. Its structure (SMILES) is C=CO.CSS. The calculation puts the highest occupied orbital energy at -8.91 eV.



Model b:
2 unconnected molecules or ions with the total composition C3H8OS2. Source: OMol25; level of theory: ωB97M-V/def2-TZVPD.

Last column: Löwdin charge in e.
Geometry (Å):
1 C -1.297 -0.990 -1.243  -0.25
2 C 4.223 0.202 -0.981  -0.48
3 C 0.474 1.107 -0.555  -0.30
4 O -1.474 0.361 1.525  -0.33
5 S 3.569 -1.260 -0.357  0.52
6 S -0.550 -0.098 -0.022  0.93
7 H -1.608 -1.936 -0.913  -0.01
8 H -2.119 -0.536 -1.597  -0.04
9 H 3.534 1.087 -1.200  0.01
10 H 5.184 0.391 -1.391  -0.02
11 H 0.814 1.608 0.289  -0.02
12 H 0.031 1.731 -1.243  -0.02
13 H -0.917 0.702 2.209  0.00
14 H 0.208 -1.035 0.461  0.02

The LUMO energy (spin up / spin down) comes out at -0.030 / -0.030 Ha. The spin multiplicity is 1. As for the gap between HOMO and LUMO (spin up / spin down): 7.32 / 7.32 eV. Its structure (SMILES) is C=[SH](=C)O.C=S. The calculation puts the highest occupied orbital energy (spin up / spin down) at -8.15 / -8.15 eV.



Computed relative energies in units of kcal/mol: model a 0.0; model b 150.6



Model a:
A molecular structure, C22H30N11O5S2W. Source: OMol25; level of theory: ωB97M-V/def2-TZVPD.

Last column: Löwdin charge in e.
Geometry (Å):
1 W -0.998 -0.054 2.218  1.66
2 N 3.470 0.499 1.050  0.16
3 C 2.269 0.230 1.566  -0.68
4 S 1.060 -0.537 0.498  0.78
5 N 2.013 0.443 2.822  0.09
6 N 0.741 0.044 3.173  -0.27
7 C 0.283 0.307 4.361  -0.06
8 C -0.950 -0.367 4.740  -0.25
9 C -1.549 -0.291 6.001  0.03
10 C -2.590 -1.135 6.276  0.03
11 C -3.045 -2.043 5.296  0.03
12 C -2.490 -2.044 4.056  -0.04
13 N -1.460 -1.190 3.775  -0.07
14 H 3.723 0.185 0.128  0.11
15 H 4.218 0.783 1.670  0.15
16 H 0.876 0.917 5.035  0.16
17 H -1.150 0.384 6.746  0.14
18 H -3.048 -1.132 7.257  0.14
19 H -3.838 -2.745 5.516  0.14
20 H -2.800 -2.705 3.261  0.14
21 O -6.215 -2.017 -0.391  0.25
22 C -5.234 -1.681 0.175  -0.18
23 C -5.131 -0.580 1.288  -0.21
24 O -6.010 -0.054 1.887  0.23
25 C -3.646 -0.418 1.471  -0.24
26 C -2.958 -1.300 0.734  -0.21
27 O -1.601 -1.135 0.785  -0.28
28 C -3.771 -2.130 -0.177  -0.23
29 O -3.407 -2.930 -0.984  0.19
30 O -2.929 0.510 2.087  -0.14
31 C 4.473 0.539 -4.307  -0.10
32 C 4.707 1.930 -3.717  -0.24
33 C 3.486 2.849 -3.671  -0.19
34 C 2.411 2.476 -2.663  -0.17
35 N 1.697 1.241 -3.108  0.07
36 C 0.938 0.426 -2.418  -0.59
37 S 0.429 0.960 -0.790  0.77
38 N 0.461 -0.699 -2.904  0.08
39 C -0.616 -1.565 -2.330  -0.18
40 C -1.006 -2.664 -3.303  -0.18
41 C -0.019 -3.820 -3.440  -0.23
42 C 1.333 -3.461 -4.052  -0.10
43 H 5.419 0.027 -4.480  0.09
44 H 3.968 0.596 -5.277  0.08
45 H 3.888 -0.114 -3.649  0.05
46 H 5.468 2.437 -4.310  0.12
47 H 5.129 1.845 -2.710  0.11
48 H 3.029 2.930 -4.665  0.13
49 H 3.799 3.862 -3.414  0.13
50 H 1.677 3.276 -2.572  0.13
51 H 2.852 2.279 -1.685  0.10
52 H 1.821 1.006 -4.089  0.16
53 H 0.795 -0.974 -3.823  0.15
54 H -1.470 -0.922 -2.123  0.12
55 H -0.262 -2.002 -1.396  0.09
56 H -1.211 -2.211 -4.280  0.13
57 H -1.966 -3.042 -2.945  0.11
58 H -0.498 -4.579 -4.060  0.12
59 H 0.127 -4.287 -2.461  0.12
60 H 1.215 -2.916 -4.997  0.08
61 H 1.906 -4.357 -4.285  0.09
62 H 1.962 -2.867 -3.379  0.06
63 N -1.877 4.682 4.014  0.20
64 N -1.297 3.865 3.104  -0.24
65 N -0.415 4.318 2.223  0.19
66 C -0.065 3.199 1.610  -0.16
67 N -0.732 2.142 2.091  -0.12
68 N -1.512 2.607 3.085  0.09
69 H -1.745 5.652 3.764  0.14
70 H -2.792 4.350 4.282  0.13
71 H 0.657 3.172 0.813  0.09

The LUMO energy comes out at -0.376 Ha. Its total charge is +3. The spin multiplicity is 1. As for the gap between HOMO and LUMO: 6.21 eV. The calculation puts the highest occupied orbital energy at -16.43 eV.



Model b:
A molecular structure, C22H30N11O5S2W. Source: OMol25; level of theory: ωB97M-V/def2-TZVPD.

Last column: Löwdin charge in e.
Geometry (Å):
1 W -0.112 0.149 -0.700  1.52
2 N 2.301 1.706 2.857  0.17
3 C 1.419 1.477 1.906  -0.72
4 S 1.981 0.599 0.461  0.72
5 N 0.199 1.909 1.992  0.04
6 N -0.626 1.578 0.999  -0.14
7 C -1.850 1.961 1.117  0.00
8 C -2.804 1.513 0.138  -0.23
9 C -4.145 1.860 0.204  0.05
10 C -5.028 1.319 -0.718  0.03
11 C -4.537 0.448 -1.684  0.02
12 C -3.186 0.164 -1.709  -0.08
13 N -2.325 0.683 -0.822  -0.01
14 H 3.246 1.364 2.790  0.12
15 H 2.032 2.208 3.693  0.15
16 H -2.151 2.559 1.969  0.17
17 H -4.482 2.540 0.974  0.15
18 H -6.081 1.565 -0.686  0.14
19 H -5.197 -0.010 -2.407  0.14
20 H -2.768 -0.496 -2.457  0.12
21 O -2.379 -5.481 0.823  0.27
22 C -1.881 -4.446 0.551  -0.19
23 C -1.553 -3.934 -0.889  -0.22
24 O -1.510 -4.548 -1.910  0.20
25 C -1.161 -2.521 -0.655  -0.20
26 C -1.030 -2.209 0.666  -0.18
27 O -0.526 -1.007 0.861  -0.15
28 C -1.449 -3.331 1.565  -0.21
29 O -1.431 -3.394 2.749  0.24
30 O -0.760 -1.540 -1.453  -0.24
31 C 4.871 -3.672 -3.677  -0.10
32 C 5.247 -3.474 -2.207  -0.23
33 C 4.397 -2.457 -1.440  -0.19
34 C 2.959 -2.892 -1.136  -0.17
35 N 2.108 -3.020 -2.329  0.07
36 C 1.458 -2.064 -2.953  -0.62
37 S 1.645 -0.387 -2.390  0.75
38 N 0.737 -2.314 -4.031  0.07
39 C 0.011 -1.341 -4.855  -0.19
40 C 0.916 -0.612 -5.853  -0.20
41 C 1.601 -1.551 -6.851  -0.25
42 C 0.620 -2.259 -7.785  -0.09
43 H 5.662 -4.215 -4.190  0.09
44 H 4.741 -2.712 -4.184  0.08
45 H 3.961 -4.264 -3.803  0.05
46 H 6.277 -3.119 -2.165  0.12
47 H 5.232 -4.436 -1.687  0.12
48 H 4.375 -1.507 -1.984  0.10
49 H 4.868 -2.271 -0.473  0.12
50 H 2.489 -2.179 -0.459  0.06
51 H 2.965 -3.868 -0.651  0.14
52 H 2.110 -3.936 -2.761  0.16
53 H 0.727 -3.269 -4.370  0.18
54 H -0.490 -0.633 -4.197  0.07
55 H -0.751 -1.902 -5.394  0.13
56 H 1.672 -0.044 -5.302  0.09
57 H 0.297 0.100 -6.405  0.12
58 H 2.210 -2.285 -6.315  0.10
59 H 2.291 -0.952 -7.446  0.12
60 H 0.044 -3.036 -7.277  0.07
61 H 1.157 -2.739 -8.600  0.09
62 H -0.078 -1.546 -8.227  0.09
63 N -0.935 3.239 -4.854  0.19
64 N -0.444 3.034 -3.635  -0.24
65 N 0.385 3.895 -3.086  0.19
66 C 0.679 3.327 -1.941  -0.12
67 N 0.024 2.163 -1.809  -0.16
68 N -0.693 1.978 -2.927  0.07
69 H -0.753 4.156 -5.234  0.15
70 H -1.779 2.756 -5.111  0.13
71 H 1.342 3.759 -1.210  0.14

The LUMO energy comes out at -0.431 Ha. Its total charge is +3. The spin multiplicity is 1. As for the gap between HOMO and LUMO: 5.30 eV. The calculation puts the highest occupied orbital energy at -17.03 eV.



Computed relative energies in units of kcal/mol: model a 36.8; model b 0.0



Model a:
A gas-phase ion, C10H16N3O2 (charge +1). Source: OMol25; level of theory: ωB97M-V/def2-TZVPD.

Last column: Löwdin spin population.
Geometry (Å):
1 C 2.551 0.029 -1.185  0.32
2 C 2.547 1.571 -0.084  0.35
3 C 0.436 0.488 -0.093  0.06
4 C -1.737 -0.760 -0.160  0.00
5 C -1.729 1.264 0.822  0.01
6 C -2.642 -0.338 -1.225  0.00
7 C -2.806 1.749 -0.148  0.00
8 C 1.254 -0.585 -0.822  0.09
9 C 1.904 -1.506 1.720  0.01
10 C 1.408 -1.759 0.199  0.01
11 N 3.523 -0.181 -1.887  0.59
12 N -0.818 0.333 0.208  0.05
13 N 1.165 1.520 0.341  0.08
14 O 3.351 2.343 0.253  0.37
15 O -3.485 0.769 -0.757  0.00
16 H -2.304 -0.952 0.733  0.00
17 H -1.090 -1.731 -0.397  0.00
18 H -1.080 2.266 1.055  0.00
19 H -2.201 0.887 1.776  0.00
20 H -2.245 -0.110 -2.179  0.00
21 H -3.572 -1.077 -1.299  0.00
22 H -3.516 2.504 0.338  0.00
23 H -2.197 2.261 -0.908  0.00
24 H 0.664 -0.918 -1.672  0.00
25 H 2.740 -0.919 1.955  0.00
26 H 1.977 -2.509 2.054  0.00
27 H 0.999 -1.226 2.302  0.00
28 H 0.333 -1.975 0.555  0.01
29 H 1.987 -2.673 -0.118  0.00
30 H 3.699 -1.111 -2.261  0.05
31 H 0.886 2.346 0.885  0.00

The LUMO energy (spin up / spin down) comes out at -0.135 / -0.243 Ha. The expectation value of S² is 2.02. Its total charge is +1. The spin multiplicity is 3. As for the gap between HOMO and LUMO (spin up / spin down): 5.71 / 7.03 eV. The calculation puts the highest occupied orbital energy (spin up / spin down) at -9.38 / -13.64 eV.



Model b:
2 unconnected molecules or ions with the total composition C10H16N3O2. Source: OMol25; level of theory: ωB97M-V/def2-TZVPD.

Last column: Löwdin spin population.
Geometry (Å):
1 C 0.651 1.439 2.202  0.27
2 C 2.256 0.155 2.730  0.17
3 C 1.182 1.558 -1.045  0.08
4 C 0.273 0.719 -1.427  0.39
5 C -1.223 -0.758 -2.619  0.05
6 C -0.256 2.605 2.185  0.03
7 C 3.487 -0.439 3.267  0.03
8 C -1.647 -0.919 -4.034  0.01
9 C -2.639 -2.542 -1.936  0.00
10 C -0.613 -0.169 0.842  0.44
11 N 1.822 1.363 2.866  0.01
12 N -0.384 0.174 -2.355  0.24
13 N 0.360 0.233 1.667  0.09
14 O 1.393 -0.608 1.980  0.02
15 O -1.685 -1.527 -1.653  0.02
16 H 1.754 2.127 -1.764  0.03
17 H 1.420 1.758 -0.010  0.01
18 H -1.124 2.419 2.821  0.01
19 H 0.280 3.464 2.577  0.00
20 H -0.613 2.821 1.179  0.01
21 H 4.208 -0.614 2.468  0.01
22 H 3.916 0.245 3.992  0.00
23 H 3.267 -1.396 3.738  0.01
24 H -2.724 -0.773 -4.127  0.00
25 H -1.132 -0.194 -4.658  0.00
26 H -1.421 -1.925 -4.392  0.00
27 H -3.567 -2.114 -2.321  0.00
28 H -2.834 -3.033 -0.984  0.00
29 H -2.244 -3.270 -2.648  0.00
30 H -0.655 -1.216 0.624  0.02
31 H -1.510 0.418 0.835  0.03

The LUMO energy (spin up / spin down) comes out at -0.122 / -0.189 Ha. The expectation value of S² is 2.02. Its total charge is +1. The spin multiplicity is 3. As for the gap between HOMO and LUMO (spin up / spin down): 5.44 / 6.87 eV. The calculation puts the highest occupied orbital energy (spin up / spin down) at -8.76 / -12.03 eV.



Computed relative energies in units of kcal/mol: model a 16.6; model b 0.0



Model a:
2 unconnected molecules or ions with the total composition CH6NO2. Source: OMol25; level of theory: ωB97M-V/def2-TZVPD.

Last column: Löwdin charge in e.
Geometry (Å):
1 C -1.805 -0.126 -0.100  -0.43
2 N 1.333 0.082 0.026  0.37
3 O -3.031 -0.283 0.089  0.20
4 O -1.204 0.920 -0.066  0.05
5 H -1.303 -1.047 -0.507  0.16
6 H 1.232 -0.893 0.174  0.14
7 H 2.104 0.258 -0.483  0.11
8 H 0.437 0.383 -0.260  0.05
9 H -3.680 0.377 0.320  0.16
10 H 1.624 0.588 0.879  0.19

The LUMO energy comes out at -0.144 Ha. Its total charge is +1. The spin multiplicity is 1. As for the gap between HOMO and LUMO: 11.87 eV. The calculation puts the highest occupied orbital energy at -15.80 eV.



Model b:
2 unconnected molecules or ions with the total composition CH6NO2. Source: OMol25; level of theory: ωB97M-V/def2-TZVPD.

Last column: Löwdin charge in e.
Geometry (Å):
1 O 0.141 -1.947 -0.514  -0.04
2 H 0.926 -1.901 -1.070  0.07
3 H 0.048 -2.874 -0.270  0.07
4 H 1.411 1.765 -0.835  0.16
5 C -0.074 1.281 0.238  -0.15
6 N -0.843 0.361 0.677  0.25
7 O 0.996 0.989 -0.430  0.18
8 H -0.276 2.318 0.463  0.18
9 H -0.663 -0.650 0.560  0.12
10 H -1.665 0.658 1.180  0.16

The LUMO energy comes out at -0.154 Ha. Its total charge is +1. The spin multiplicity is 1. As for the gap between HOMO and LUMO: 12.00 eV. The calculation puts the highest occupied orbital energy at -16.19 eV.



Computed relative energies in units of kcal/mol: model a 12.7; model b 0.0